Below is a cluster of 2 separate species, C31H52BrFN3O2S2 in total at a distorted geometry, with properties calculated with ωB97M-V/def2-TZVPD.

The geometry in XYZ format:
```
92
Properties=species:S:1:pos:R:3:forces:R:3:lowdin_charge:R:1
C 2.27535 -2.17822 0.80258 -1.467 1.360 0.495 0.15
C 1.59683 -1.18818 1.00823 0.985 -1.178 -0.544 -0.09
C 0.85577 0.04618 1.35812 2.940 -1.673 0.197 -0.20
C 1.43504 0.41432 2.81170 -2.925 1.038 -1.533 -0.17
C 0.16801 0.85144 3.60437 0.577 -0.414 0.016 -0.14
C -0.49153 -0.34436 4.33974 0.005 1.201 0.632 -0.17
C -2.02078 -0.26382 4.22816 0.276 -0.905 -0.030 -0.20
C -2.54737 -0.51833 2.81280 -0.561 -0.186 -0.036 -0.21
C -2.47651 -2.00344 2.37048 -0.271 0.849 0.093 -0.19
C -3.59649 -2.36815 1.38386 0.572 0.083 -0.335 -0.19
C -3.36469 -1.81299 -0.05740 -0.969 -0.515 0.069 -0.19
C -4.37923 -0.74138 -0.51463 0.884 0.531 0.229 -0.19
C -3.91330 0.67200 -0.07229 -0.837 -0.057 -0.868 -0.21
C -4.39042 1.80952 -1.02195 0.135 0.410 1.009 -0.24
C -5.51105 2.62481 -0.34148 0.359 -0.127 -0.202 -0.12
C 2.44646 1.46381 2.37733 1.573 -1.360 0.319 -0.25
C 3.36847 2.14541 3.40132 -0.345 -0.478 -0.497 -0.10
C 4.18143 1.03423 4.08817 0.102 -0.025 -0.446 -0.20
F 3.67400 0.73325 5.33345 -0.133 0.051 0.282 -0.04
N 1.88063 2.29625 1.24891 -0.144 -1.472 1.571 -0.02
C 1.01694 3.38200 1.73613 -0.691 0.712 -0.660 -0.14
C 0.80438 4.57493 0.76754 -1.015 0.378 0.133 -0.67
C -0.68426 4.76848 0.36065 0.039 -0.256 -0.223 -0.14
Br 1.92620 4.55415 -0.83241 0.196 -0.041 0.279 0.75
C 1.25829 1.19369 0.37962 -1.899 0.321 0.216 -0.17
C -0.02272 1.53195 -0.39616 0.565 0.000 -0.702 -0.16
C -0.08858 0.46861 -1.52211 -0.650 0.458 0.252 -0.25
C 0.64541 0.92790 -2.80135 0.027 -0.675 0.606 -0.46
S 2.32237 0.18648 -2.98282 0.202 -0.327 -0.150 0.75
C 2.11694 -1.44019 -3.69716 -0.089 0.782 0.471 -1.16
S 2.55632 -1.81906 -5.24143 -0.107 -0.320 -0.207 0.59
N 1.52262 -2.40391 -2.77296 0.898 2.226 -2.484 -0.17
C 0.18692 -2.52347 -2.61420 -0.042 -0.950 1.161 -0.10
C 0.08392 -3.48804 -1.64084 -1.734 0.532 -0.447 -0.20
N 1.29079 -3.93598 -1.27256 0.535 -1.136 0.869 0.02
C 2.16077 -3.25936 -1.99158 -0.371 -0.747 0.582 -0.21
H 2.61078 -3.16109 0.56423 0.261 0.083 0.012 0.03
H -0.18989 -0.24499 1.31274 -0.152 0.561 0.226 0.12
H 1.84500 -0.51298 3.19633 0.481 0.381 0.320 0.14
H -0.57546 1.17304 2.87060 0.183 0.436 0.163 0.08
H 0.38758 1.68761 4.27890 -0.177 -0.176 0.113 0.12
H -0.08277 -1.30488 4.01514 -0.189 0.069 -0.179 0.12
H -0.24086 -0.22418 5.40018 0.103 -0.351 -0.080 0.11
H -2.43380 -1.05664 4.86721 -0.044 0.119 -0.055 0.11
H -2.39396 0.66690 4.66890 0.172 0.114 -0.292 0.11
H -3.59877 -0.20714 2.78915 0.079 -0.028 0.002 0.10
H -2.05486 0.08642 2.04354 -0.052 0.164 0.241 0.07
H -1.51131 -2.15509 1.87341 -0.027 -0.415 0.244 0.11
H -2.54503 -2.60617 3.28233 0.130 -0.197 -0.232 0.11
H -4.56761 -2.02670 1.76140 0.111 -0.005 0.043 0.11
H -3.65188 -3.45784 1.31189 -0.019 0.070 0.088 0.10
H -2.34681 -1.42900 -0.18585 -0.048 -0.059 0.063 0.09
H -3.45711 -2.66990 -0.73231 0.131 0.131 -0.034 0.10
H -4.46911 -0.75297 -1.60540 0.112 -0.062 0.074 0.10
H -5.38356 -0.91785 -0.11562 0.107 -0.215 -0.043 0.11
H -2.82413 0.70364 -0.00207 -0.098 -0.148 0.037 0.06
H -4.34299 0.87142 0.91271 0.356 0.035 0.079 0.09
H -3.54584 2.48851 -1.19427 -0.084 -0.087 -0.118 0.09
H -4.70510 1.43746 -1.99883 0.007 -0.062 0.092 0.10
H -5.22872 2.83952 0.69456 -0.014 -0.024 -0.088 0.06
H -6.43423 2.04008 -0.31350 -0.059 0.236 -0.048 0.07
H -5.66001 3.59387 -0.82497 -0.278 -0.201 -0.106 0.06
H 3.15958 0.84208 1.81089 -0.050 0.086 -0.047 0.15
H 2.80714 2.73831 4.12514 0.332 0.084 0.099 0.12
H 4.09846 2.74221 2.84318 -0.287 0.338 0.177 0.12
H 4.15421 0.11388 3.49470 -0.046 0.067 0.048 0.12
H 5.23642 1.30374 4.17410 -0.136 0.173 0.300 0.12
H 2.73134 2.53621 0.75566 0.094 1.257 -0.495 0.12
H 0.03966 2.94194 1.93186 0.134 -0.129 -0.113 0.11
H 1.33357 3.78545 2.69840 0.584 -0.321 -0.145 0.13
H 1.06135 5.48312 1.30783 0.450 -0.113 -0.155 0.08
H -1.09811 5.68426 0.78557 0.137 -0.003 -0.018 0.08
H -0.78839 4.82182 -0.72454 -0.024 0.075 0.142 0.06
H -1.31882 3.94256 0.69270 0.133 0.016 0.023 0.07
H 2.06160 0.92678 -0.31204 -0.080 -0.236 -0.006 0.12
H -0.91079 1.45907 0.24052 0.206 0.139 0.124 0.09
H -0.02443 2.50355 -0.89539 0.110 0.009 0.286 0.07
H -1.15298 0.32085 -1.74468 0.101 -0.142 -0.029 0.10
H 0.30518 -0.47620 -1.13749 -0.130 -0.004 -0.292 0.08
H 0.01514 0.68100 -3.65854 0.318 0.187 -0.175 0.08
H 0.80922 2.01056 -2.72040 0.004 -0.126 -0.404 0.04
H -0.57091 -1.95735 -3.11927 0.205 0.141 -0.291 0.12
H -0.87939 -3.80130 -1.25589 0.320 -0.418 0.295 0.08
H 3.22649 -3.39600 -1.94306 0.082 0.227 -0.260 0.14
O 5.55374 -5.89831 -7.01029 -0.372 0.556 0.080 -0.22
C 4.80841 -4.83463 -6.87809 0.601 -1.335 1.686 -0.45
C 4.52781 -4.11454 -8.36574 -0.429 1.240 -1.628 -0.43
O 3.79312 -3.04943 -8.20892 0.256 -0.337 0.090 -0.21
H 5.21751 -3.99702 -6.26150 0.275 0.223 -0.522 0.08
H 3.78664 -4.97957 -6.45776 -0.159 -0.139 -0.526 0.08
H 4.10711 -4.93152 -8.99159 -0.409 -0.189 0.565 0.09
H 5.54290 -3.96979 -8.80088 0.169 0.215 0.553 0.09
```
Positions in Å, forces in eV/Å.

The total charge is -1. The calculation puts the LUMO energy at 0.883 eV. The calculation puts the frontier orbital gap at 1.53 eV.

Below is a structure of composition C31H52BrN3NiOP2 at a distorted geometry, with properties calculated with ωB97M-V/def2-TZVPD.

The geometry in XYZ format:
```
91
Properties=species:S:1:pos:R:3:forces:R:3:lowdin_spin:R:1
N -5.08614 3.73228 -4.52308 0.306 -0.318 0.441 0.00
C -4.95369 3.88853 -3.19513 -0.226 -0.052 -0.491 0.00
C -4.29962 2.96928 -2.38421 0.928 -0.731 0.075 0.00
C -3.61829 1.89639 -3.00426 -1.502 0.169 -2.447 0.00
C -3.85644 1.66367 -4.37978 0.269 0.878 0.722 0.00
C -4.57975 2.62105 -5.08459 -0.366 0.330 0.087 0.00
C -2.52680 1.27335 -2.29981 1.848 -0.509 0.535 -0.03
Ni -0.79082 -0.10105 -1.95565 1.086 0.638 -0.241 0.97
P 3.66664 -0.84859 -0.62892 -0.618 1.621 1.335 0.60
C -1.18481 1.51144 -2.75415 -1.979 1.708 -0.114 0.02
C -0.04469 2.14425 -2.00512 1.517 -0.179 0.366 0.00
C 1.21157 2.34807 -2.68267 -0.860 0.441 1.030 0.02
C 2.13298 3.32757 -2.29227 0.125 -0.675 -0.348 0.00
C 1.85627 4.08825 -1.15812 -1.531 -1.442 0.216 0.02
C 0.84583 3.62983 -0.28232 0.239 0.592 -0.705 0.00
C -0.09959 2.70109 -0.69837 -0.025 -0.287 -0.364 0.01
Br 2.57817 5.73665 -0.88245 0.894 0.838 0.291 0.01
H -2.86429 0.69076 -1.42372 0.659 1.274 0.749 0.00
H -1.12129 1.51162 -3.84726 0.032 0.999 0.243 0.00
H -4.18929 3.11395 -1.30803 -0.052 0.173 -0.314 0.00
H -3.38974 0.83392 -4.89461 -0.025 -0.021 -0.005 0.00
H -5.34647 4.81787 -2.75475 0.020 -0.558 -0.300 0.00
H -4.72998 2.52713 -6.16773 0.008 -0.029 0.487 0.00
H 1.38890 1.70608 -3.50974 0.266 -0.049 -1.002 0.00
H -0.89041 2.43903 -0.00588 -0.257 0.138 -0.169 0.00
H 3.08498 3.48824 -2.82556 -0.791 -0.011 0.001 0.00
H 0.73540 4.17865 0.64377 -0.197 -0.226 0.123 0.00
P -0.81285 -2.01137 -1.22144 -0.447 -1.152 1.845 0.00
C 3.70767 0.93994 -0.25531 0.537 0.003 -0.008 0.07
C 5.12515 1.45452 -0.57672 0.118 0.271 -0.034 0.03
H 3.42886 1.18283 0.78539 0.155 -0.587 -0.303 0.00
H 2.95212 1.40993 -0.89037 0.047 -0.015 -0.073 0.01
H 5.23491 2.50084 -0.26430 -0.023 -0.275 -0.128 0.00
H 5.89557 0.85737 -0.06695 -0.237 0.263 -0.081 0.00
H 5.31669 1.39097 -1.65318 0.049 0.078 0.136 0.00
C 2.94248 -1.15506 -2.24372 -0.234 -0.698 -0.884 0.09
C 3.92040 -1.98489 -3.12002 0.119 -0.109 0.067 0.03
H 2.67572 -0.22149 -2.76398 0.285 -0.021 0.550 0.00
H 1.99864 -1.70327 -2.10819 0.289 0.150 0.120 0.01
H 3.59731 -2.02134 -4.17072 -0.006 0.052 0.436 0.00
H 4.92447 -1.54308 -3.08561 -0.220 -0.121 -0.148 0.00
H 3.99859 -3.01278 -2.74119 -0.003 0.238 -0.151 0.00
C 3.00159 -1.64902 0.86219 -0.026 -1.105 -0.339 0.10
C 4.02002 -1.86636 1.99350 0.182 0.121 -0.024 0.01
H 2.64107 -2.62498 0.50658 0.028 0.082 0.227 0.00
H 2.13289 -1.08819 1.22556 0.170 0.205 -0.269 0.02
H 3.59765 -2.57037 2.72008 0.107 0.171 -0.201 0.00
H 4.94562 -2.28997 1.59267 -0.100 0.016 0.230 0.00
H 4.25418 -0.93858 2.52958 -0.027 -0.171 -0.224 0.00
C -0.42366 -2.30368 0.53129 -0.046 -0.033 0.303 0.00
C -0.79762 -3.69822 1.04068 0.021 -0.242 0.146 0.00
H -0.92593 -1.51711 1.13226 0.316 -0.303 -0.294 0.00
H 0.65832 -2.13082 0.64263 -0.596 -0.128 -0.083 0.00
H -1.88270 -3.89368 0.98228 0.477 0.117 -0.039 0.00
H -0.26553 -4.48974 0.48633 -0.248 0.227 0.210 0.00
H -0.51054 -3.78283 2.09803 -0.101 -0.068 -0.273 0.00
C -0.00232 -3.29716 -2.16446 -0.051 -0.565 -0.274 0.00
C 0.23024 -2.90170 -3.61938 0.227 -0.315 -0.373 0.00
H -0.63642 -4.18802 -2.11305 0.339 -0.122 0.079 0.00
H 0.94796 -3.50449 -1.65085 -0.208 -0.158 -0.127 0.00
H -0.65645 -3.00770 -4.24748 -0.076 0.033 0.217 0.00
H 0.55557 -1.86057 -3.69284 0.101 -0.030 -0.139 0.00
H 0.99324 -3.55150 -4.06654 -0.120 0.232 0.036 0.00
C -2.62017 -2.23456 -1.37011 -0.525 -0.069 -0.476 0.00
C -3.45307 -1.82945 -0.14275 -0.229 0.454 0.233 0.00
H -2.75567 -3.29142 -1.57753 -0.350 -0.116 -0.414 0.00
H -2.96416 -1.59741 -2.22698 0.340 -1.039 0.419 0.00
H -4.28922 -1.19615 -0.50348 0.454 -0.245 0.520 0.00
H -3.91663 -2.69234 0.37083 0.405 0.405 -0.273 0.00
H -2.82864 -1.27320 0.58384 -0.719 -0.111 -0.187 0.00
C 0.05062 2.07847 2.94000 0.075 0.281 -0.325 0.00
N -0.43505 1.28943 4.04211 -0.407 -0.170 -0.803 0.00
C 0.18582 1.46296 5.32886 0.295 0.011 0.354 0.00
C -0.69521 0.88670 6.41194 -0.127 0.243 0.480 0.00
C -1.05787 -0.53906 6.08045 0.411 -0.019 0.291 0.00
N -1.60287 -0.60762 4.74800 -0.048 0.178 -1.021 0.00
C -2.29493 -1.82017 4.40251 -0.475 -0.490 -0.189 0.00
C -1.24023 0.22711 3.71349 -0.098 -0.125 0.603 0.00
O -1.63400 0.05314 2.54779 0.337 -0.038 0.351 0.00
H 0.54097 2.97767 3.33056 -0.088 -0.228 -0.084 0.00
H -0.77177 2.38066 2.28197 0.122 -0.054 0.217 0.00
H 0.76668 1.51613 2.31834 0.003 0.123 0.070 0.00
H 1.17969 0.98088 5.35784 -0.147 0.119 -0.015 0.00
H 0.33159 2.53635 5.47978 0.043 -0.132 0.089 0.00
H -1.61254 1.47864 6.51091 0.168 -0.016 -0.044 0.00
H -0.16496 0.92134 7.36797 -0.120 0.023 -0.093 0.00
H -1.81730 -0.92373 6.77293 0.247 0.081 -0.098 0.00
H -0.15552 -1.17107 6.16885 -0.260 -0.012 0.016 0.00
H -1.61868 -2.62219 4.06136 -0.049 0.188 0.101 0.00
H -2.82484 -2.18692 5.29045 0.065 0.089 -0.283 0.00
H -3.01364 -1.62196 3.60175 0.111 -0.084 0.222 0.00
```
Positions in Å, forces in eV/Å.

The total charge is +2. The calculation puts the LUMO energy (spin up / spin down) at -6.305 / -8.522 eV. Its spin multiplicity is 3. The value obtained for the relative energy (zero: lowest compared OMol25 entry of this formula, charge and spin) is 50.0 kcal/mol. As for the expectation value of S²: 2.017. The calculation puts the frontier orbital gap (spin up / spin down) at 6.75 / 4.53 eV.